No. 1
Formula: C44H121N11O11
Source: the Open Molecules 2025 dataset
Level of theory: ωB97M-V/def2-TZVPD

Properties
Largest force on an atom, eV/Å: 5.0
Energy, hartree: -3178.616538
Highest occupied orbital energy, eV: -8.89
Energy relative to the best compared isomer or geometry (same formula, charge and spin), kcal/mol: 107.8
Kohn-Sham gap, eV: 9.47
SMILES: COC[C@H](C)N.COC[C@H](C)N.COC[C@H](C)N.COC[C@H](C)N.COC[C@H](C)N.COC[C@H](C)N.COC[C@H](C)N.COC[C@H](C)N.COC[C@H](C)N.COC[C@H](C)N.COC[C@H](C)N

```
187
C44H121N11O11 | the Open Molecules 2025 dataset | ωB97M-V/def2-TZVPD
C 5.81 -1.47 1.68
O 7.06 -0.86 1.95
C 7.67 -0.51 0.69
C 8.74 0.52 0.92
C 8.96 1.33 -0.38
N 10.06 -0.12 1.29
H 5.15 -0.84 1.07
H 5.38 -1.53 2.66
H 5.97 -2.41 1.19
H 8.27 -1.40 0.35
H 6.93 -0.17 -0.04
H 8.29 1.20 1.62
H 8.98 0.71 -1.24
H 9.88 1.85 -0.36
H 8.16 2.06 -0.41
H 10.75 0.62 1.49
H 10.00 -0.68 2.11
C -1.00 -0.55 -7.57
O -0.32 -0.57 -6.35
C 0.89 0.25 -6.28
C 2.04 -0.51 -5.64
C 3.32 0.38 -5.57
N 2.30 -1.78 -6.35
H -1.33 0.47 -7.88
H -1.86 -1.20 -7.49
H -0.41 -0.92 -8.41
H 1.22 0.55 -7.28
H 0.66 1.14 -5.71
H 1.88 -0.82 -4.62
H 3.52 0.80 -6.57
H 4.17 -0.26 -5.40
H 3.28 1.09 -4.79
H 1.49 -2.35 -6.38
H 2.69 -1.78 -7.28
C 1.61 -0.89 3.16
O 0.86 -1.88 3.86
C -0.24 -1.35 4.55
C -0.92 -2.54 5.23
C -1.75 -3.45 4.32
N -1.70 -1.94 6.29
H 1.00 -0.24 2.51
H 2.39 -1.34 2.55
H 1.99 -0.11 3.87
H 0.12 -0.65 5.29
H -0.97 -0.83 3.84
H -0.21 -3.23 5.69
H -2.17 -4.25 4.84
H -1.19 -3.77 3.45
H -2.58 -2.86 4.00
H -2.33 -2.59 6.81
H -1.23 -1.39 6.98
C 0.81 -3.46 0.89
O 2.12 -2.89 0.69
C 2.32 -2.74 -0.68
C 2.57 -4.05 -1.47
C 3.78 -4.76 -0.94
N 3.04 -3.55 -2.81
H 0.16 -2.79 0.40
H 0.63 -3.21 2.01
H 0.74 -4.51 0.75
H 1.54 -2.15 -1.14
H 3.18 -2.16 -0.74
H 1.75 -4.72 -1.66
H 3.76 -5.19 0.05
H 4.65 -4.12 -0.89
H 4.07 -5.59 -1.57
H 2.16 -3.15 -3.25
H 3.18 -4.36 -3.47
C -5.75 -0.71 -1.57
O -5.38 -0.71 -0.22
C -4.20 0.06 0.05
C -3.82 -0.25 1.53
C -4.96 0.18 2.44
N -2.52 0.51 1.76
H -4.97 -0.96 -2.32
H -6.08 0.29 -1.87
H -6.62 -1.35 -1.76
H -3.34 -0.21 -0.59
H -4.55 1.16 -0.18
H -3.76 -1.31 1.75
H -5.06 1.27 2.41
H -4.67 -0.09 3.46
H -5.94 -0.29 2.20
H -2.52 0.88 2.68
H -1.68 -0.09 1.71
C 4.13 0.93 5.06
O 3.37 1.82 4.31
C 3.85 2.01 3.04
C 4.54 3.37 2.75
C 3.69 4.55 3.12
N 5.02 3.27 1.37
H 3.87 0.87 6.12
H 5.17 1.24 4.99
H 4.05 -0.08 4.66
H 4.42 1.19 2.66
H 2.97 2.06 2.44
H 5.41 3.38 3.41
H 4.27 5.44 2.96
H 3.51 4.52 4.16
H 2.85 4.62 2.51
H 5.81 3.83 1.25
H 4.35 3.47 0.65
C -3.93 -0.03 -5.07
O -4.79 -1.16 -4.92
C -4.57 -2.22 -5.80
C -5.25 -3.46 -5.35
C -5.08 -4.55 -6.41
N -6.63 -3.22 -5.03
H -2.82 -0.21 -5.14
H -4.24 0.61 -4.31
H -4.18 0.41 -6.08
H -4.89 -1.98 -6.85
H -3.50 -2.42 -5.81
H -4.79 -3.91 -4.39
H -5.75 -5.45 -6.32
H -4.06 -4.92 -6.34
H -5.29 -4.11 -7.44
H -7.04 -2.78 -5.84
H -6.70 -2.57 -4.25
C 0.17 2.91 3.24
O -0.51 3.85 4.05
C -0.81 3.30 5.32
C 0.30 3.56 6.35
C 0.05 2.78 7.68
N 0.54 4.95 6.68
H 0.91 2.35 3.75
H 0.58 3.45 2.42
H -0.42 2.10 2.80
H -1.73 3.64 5.66
H -1.05 2.25 5.10
H 1.26 3.28 5.98
H -0.29 1.73 7.55
H -0.76 3.34 8.16
H 0.90 2.88 8.37
H -0.21 5.53 7.05
H 0.79 5.47 5.83
C 0.40 3.53 -3.09
O 0.85 2.26 -3.41
C 0.14 1.27 -2.80
C 0.60 1.08 -1.39
C 2.06 0.86 -1.36
N -0.28 0.06 -0.73
H 0.38 3.83 -2.05
H -0.56 3.74 -3.49
H 1.05 4.28 -3.54
H -0.96 1.40 -2.83
H 0.33 0.25 -3.30
H 0.56 2.02 -0.90
H 2.25 -0.12 -1.74
H 2.42 0.98 -0.36
H 2.51 1.60 -2.01
H 0.25 -0.32 0.02
H -1.06 0.63 -0.37
C -5.28 4.35 -1.28
O -4.85 4.88 -0.06
C -3.45 5.10 0.02
C -3.03 5.17 1.51
C -3.98 6.05 2.22
N -1.62 5.63 1.50
H -6.36 4.28 -1.25
H -4.84 3.38 -1.46
H -5.14 5.11 -2.07
H -2.99 4.19 -0.53
H -3.10 5.96 -0.53
H -2.95 4.16 1.90
H -5.05 5.76 2.31
H -4.07 7.00 1.55
H -3.53 6.35 3.17
H -1.66 6.64 1.33
H -1.18 5.44 2.38
C -1.60 -3.41 -2.70
O -2.68 -3.64 -1.80
C -2.24 -4.40 -0.65
C -3.41 -4.52 0.32
C -4.39 -5.70 -0.07
N -3.92 -3.16 0.43
H -1.95 -2.76 -3.46
H -1.23 -4.32 -3.18
H -0.73 -2.95 -2.27
H -1.80 -5.33 -1.01
H -1.43 -3.88 -0.16
H -2.97 -4.78 1.30
H -5.17 -5.89 0.72
H -3.88 -6.65 -0.18
H -5.02 -5.37 -0.94
H -4.04 -2.77 -0.49
H -4.87 -3.06 0.82
```

Here are the Löwdin charges for atoms 1 to 99, given in e: -0.113 -0.189 -0.213 -0.417 -0.060 0.043 0.081 0.073 0.081 0.144 0.120 0.122 0.066 0.057 0.074 0.075 0.046 -0.148 -0.210 -0.164 -0.410 -0.036 0.042 0.097 0.069 0.084 0.125 0.108 0.108 0.082 0.071 0.052 0.046 0.071 -0.082 -0.194 -0.204 -0.431 -0.035 0.016 0.076 0.082 0.073 0.111 0.136 0.131 0.054 0.068 0.066 0.093 0.057 -0.069 -0.183 -0.247 -0.394 -0.072 0.013 0.051 0.104 0.086 0.093 0.097 0.120 0.074 0.076 0.065 0.071 0.089 -0.122 -0.232 -0.180 -0.403 -0.069 0.060 0.078 0.081 0.089 0.109 0.148 0.095 0.074 0.075 0.094 0.028 0.045 -0.109 -0.201 -0.231 -0.400 -0.041 0.064 0.099 0.093 0.074 0.104 0.104 0.137 0.076 0.065

No. 2
Formula: C3H8CoF10N6O21S10
Source: the Open Molecules 2025 dataset
Level of theory: ωB97M-V/def2-TZVPD

Properties
Largest force on an atom, eV/Å: 12.3
Energy, hartree: -8390.662433
Highest occupied orbital energy (spin up / spin down), eV: 2.02 / -2.13
Multiplicity: 5
Kohn-Sham gap (spin up / spin down), eV: 2.52 / 6.65
Net charge: -3

```
59
C3H8CoF10N6O21S10 | the Open Molecules 2025 dataset | ωB97M-V/def2-TZVPD
Co 0.02 -0.46 -0.53
C 1.97 4.21 -0.59
C 1.21 3.36 0.39
O 1.20 2.14 0.28
N 0.72 4.01 1.63
H 0.67 3.22 2.26
H 1.44 4.64 1.94
C -0.63 4.66 1.41
H 2.37 5.08 -0.05
H 1.26 4.56 -1.34
H 2.92 3.78 -0.92
H -0.95 5.07 2.37
H -1.30 3.92 0.98
H -0.46 5.42 0.66
N -1.16 0.79 -1.40
S -2.60 1.33 -1.29
O -3.56 1.15 -2.38
O -2.84 2.41 -0.36
F -3.12 0.14 -0.34
S -0.86 1.99 -2.57
O -0.76 3.32 -2.02
O -1.38 1.75 -3.93
F 0.68 1.59 -2.81
N -2.80 -3.96 1.35
S -2.57 -2.89 2.35
O -3.61 -1.82 2.38
O -1.19 -2.50 2.66
F -2.92 -3.72 3.74
S -2.62 -2.92 0.04
O -1.41 -2.10 -0.09
O -3.88 -2.46 -0.48
F -2.33 -4.17 -0.93
N -0.59 -3.92 -3.74
S 0.64 -4.64 -3.18
O 1.19 -4.25 -1.90
O 1.62 -4.99 -4.22
F -0.15 -6.07 -2.89
S 0.17 -2.39 -3.76
O 1.35 -2.25 -4.63
O -0.08 -1.54 -2.62
F -0.93 -1.78 -4.83
N 0.30 1.94 3.30
S 1.25 0.99 3.97
O 2.04 0.15 3.10
O 0.94 0.42 5.32
F 2.23 2.19 4.37
S -0.71 0.63 2.86
O -1.31 -0.21 3.90
O -0.56 0.08 1.50
F -2.12 1.44 2.50
N 1.65 -1.47 -0.14
S 3.10 -1.21 -0.94
O 3.17 -1.95 -2.17
O 4.33 -0.78 -0.23
F 2.52 0.24 -1.42
S 2.20 -2.65 0.63
O 2.43 -2.34 2.05
O 3.02 -3.74 0.08
F 0.79 -3.41 0.67
```

Löwdin charges in e: 0.786 0.016 -0.381 0.131 0.075 0.058 0.165 0.049 0.066 0.082 0.103 0.100 0.094 0.098 -0.371 0.392 -0.325 -0.359 -0.227 0.492 -0.360 -0.331 -0.235 -0.252 0.460 -0.315 -0.312 -0.257 0.612 -0.325 -0.258 -0.195 -0.255 0.467 -0.295 -0.333 -0.247 0.627 -0.288 -0.310 -0.225 -0.284 0.434 -0.255 -0.306 -0.230 0.681 -0.234 -0.315 -0.210 -0.312 0.619 -0.243 -0.274 -0.234 0.472 -0.283 -0.254 -0.191

No. 3
Formula: C3H7BrNO
Source: the Open Molecules 2025 dataset
Level of theory: ωB97M-V/def2-TZVPD

Properties
Largest force on an atom, eV/Å: 6.4
Energy, hartree: -2822.009745
Highest occupied orbital energy (spin up / spin down), eV: -9.69 / -15.04
Energy relative to the best compared isomer or geometry (same formula, charge and spin), kcal/mol: 36.7
Multiplicity: 3
Kohn-Sham gap (spin up / spin down), eV: 5.90 / 5.02
Net charge: +1

```
13
C3H7BrNO | the Open Molecules 2025 dataset | ωB97M-V/def2-TZVPD
C 0.57 -0.52 -0.23
C 0.29 0.00 1.15
C -1.25 0.16 -1.50
N 0.45 -0.60 2.27
O -0.71 -0.71 -0.58
Br -1.58 1.95 -0.99
H 0.99 0.30 -0.72
H 1.13 -1.41 -0.52
H -0.37 0.79 1.18
H -0.72 0.07 -2.54
H -2.31 -0.27 -1.80
H -0.06 -0.21 3.09
H 1.09 -1.36 2.40
```

Löwdin charges in e: -0.192 -0.222 -0.574 0.096 -0.084 1.060 0.098 0.161 0.040 0.194 0.161 0.153 0.109

No. 4
Formula: C4H10N3
Source: the Open Molecules 2025 dataset
Level of theory: ωB97M-V/def2-TZVPD

Properties
Largest force on an atom, eV/Å: 4.7
Energy, hartree: -322.392393
Highest occupied orbital energy, eV: -14.68
Energy relative to the best compared isomer or geometry (same formula, charge and spin), kcal/mol: 42.8
Kohn-Sham gap, eV: 11.53
Net charge: +1
SMILES: C[C@]1(N)N=CC[NH2+]1

```
17
C4H10N3 | the Open Molecules 2025 dataset | ωB97M-V/def2-TZVPD
C -1.47 -0.13 1.14
C -0.68 -0.29 -0.08
N -1.27 -0.54 -1.29
N 0.40 -1.36 0.17
C 1.55 -0.90 0.09
C 1.78 0.54 -0.20
N 0.34 1.10 -0.28
H -0.96 0.25 2.10
H -1.90 -1.06 1.48
H -2.27 0.46 0.88
H -2.20 -0.85 -1.16
H -0.71 -0.92 -2.03
H 2.41 -1.51 0.42
H 2.31 0.94 0.71
H 2.32 0.94 -1.08
H 0.42 1.94 0.26
H -0.06 1.39 -1.15
```

Löwdin charges in e: -0.008 -0.473 0.151 0.148 -0.150 -0.063 0.138 0.140 0.102 0.069 0.106 0.126 0.143 0.149 0.140 0.145 0.137

No. 5
Formula: C24H34F7NO15PS2
Source: the Open Molecules 2025 dataset
Level of theory: ωB97M-V/def2-TZVPD

Properties
Largest force on an atom, eV/Å: 2.4
Energy, hartree: -3954.979476
Highest occupied orbital energy (spin up / spin down), eV: -8.37 / -8.78
Multiplicity: 2
Kohn-Sham gap (spin up / spin down), eV: 8.75 / 9.15

```
84
C24H34F7NO15PS2 | the Open Molecules 2025 dataset | ωB97M-V/def2-TZVPD
C 0.85 0.50 -1.46
C -0.35 1.45 -1.23
C -0.86 1.15 0.18
C -1.33 1.16 -2.36
C -2.53 2.16 -2.39
P -2.90 2.51 -4.22
S -2.31 4.26 -4.83
S -3.98 1.18 -1.81
O -4.47 0.47 -2.96
O -3.64 0.26 -0.78
C -5.28 2.29 -1.09
F -4.97 2.43 0.18
F -5.30 3.50 -1.64
C -6.72 1.68 -1.16
F -6.72 0.36 -1.25
F -7.32 1.98 -0.03
C -7.60 2.26 -2.32
F -6.95 2.36 -3.44
F -8.11 3.40 -1.95
F -8.59 1.43 -2.53
C -2.33 3.46 -1.57
C -0.87 3.88 -1.23
C -0.43 5.08 -2.11
C -0.90 4.44 0.21
N 0.14 2.82 -1.43
O 1.25 3.08 -0.86
H 0.48 -0.44 -1.85
H 1.50 0.94 -2.22
H 1.39 0.34 -0.55
H -1.85 1.53 0.36
H -0.20 1.65 0.90
H -0.82 0.08 0.35
H -0.78 1.32 -3.29
H -1.66 0.12 -2.38
H -2.24 1.51 -4.95
H -4.29 2.42 -4.43
H -2.84 3.31 -0.62
H -2.82 4.31 -2.03
H 0.35 5.64 -1.60
H 0.04 4.66 -2.99
H -1.26 5.68 -2.44
H -1.53 5.33 0.15
H 0.08 4.78 0.51
H -1.37 3.76 0.91
C 4.66 -3.25 -0.28
C 4.74 -2.04 -1.18
O 3.38 -1.58 -1.20
C 2.78 -2.03 -0.07
O 1.70 -1.68 0.30
O 3.56 -2.92 0.58
H 5.57 -3.41 0.30
H 4.41 -4.17 -0.82
H 5.38 -1.25 -0.78
H 5.08 -2.29 -2.18
C -2.42 -3.80 1.15
C -1.55 -4.70 1.99
O -0.62 -5.22 1.03
C -0.56 -4.35 0.00
O 0.23 -4.40 -0.88
O -1.53 -3.40 0.10
H -2.79 -2.94 1.70
H -3.27 -4.33 0.71
H -0.99 -4.15 2.75
H -2.10 -5.50 2.47
C 1.08 -4.91 5.23
C 0.67 -5.24 6.65
O -0.75 -5.35 6.54
C -1.05 -5.65 5.25
O -2.13 -5.97 4.87
O 0.05 -5.54 4.46
H 2.06 -5.32 4.97
H 1.07 -3.84 5.03
H 1.07 -6.19 6.99
H 0.94 -4.46 7.36
C 9.06 1.18 1.01
C 7.91 2.11 1.30
O 7.04 1.88 0.19
C 7.31 0.65 -0.31
O 6.66 0.09 -1.13
O 8.43 0.13 0.26
H 9.52 0.78 1.91
H 9.83 1.64 0.39
H 7.38 1.85 2.22
H 8.21 3.15 1.35
```

Löwdin charges in e: -0.020 -0.460 0.004 -0.137 -0.531 0.436 0.198 0.717 -0.308 -0.245 -0.497 0.149 0.149 -0.406 0.181 0.184 -0.631 0.212 0.216 0.207 -0.148 -0.452 -0.058 -0.027 -0.135 0.017 0.095 0.097 0.058 0.061 0.098 0.095 0.112 0.130 0.006 -0.018 0.094 0.084 0.081 0.063 0.058 0.096 0.084 0.075 -0.114 -0.109 0.069 -0.561 0.139 0.060 0.129 0.132 0.092 0.138 -0.111 -0.126 0.070 -0.570 0.157 0.056 0.133 0.133 0.121 0.121 -0.112 -0.120 0.066 -0.561 0.163 0.041 0.135 0.136 0.134 0.133 -0.118 -0.116 0.076 -0.543 0.145 0.066 0.133 0.134 0.134 0.134

No. 6
Formula: C29H43BBr2ClN3O5PSi2
Source: the Open Molecules 2025 dataset
Level of theory: ωB97M-V/def2-TZVPD

Properties
Largest force on an atom, eV/Å: 8.1
Energy, hartree: -8224.111576
Highest occupied orbital energy, eV: -2.88
Kohn-Sham gap, eV: 2.20
Net charge: -1

```
87
C29H43BBr2ClN3O5PSi2 | the Open Molecules 2025 dataset | ωB97M-V/def2-TZVPD
C 3.52 6.61 1.48
B 4.34 5.40 0.74
O 5.80 5.55 0.60
C 3.67 4.00 0.14
C 4.02 3.45 -1.23
C 5.09 4.21 -2.25
C 3.31 2.04 -1.78
O 3.01 1.94 -3.08
C 3.00 0.92 -0.61
C 2.61 1.51 0.87
C 2.35 0.44 2.11
C 1.98 1.18 3.54
C 0.34 1.52 3.60
C -0.47 1.06 2.25
Cl -2.29 1.39 2.59
C 2.46 -1.22 1.92
P 2.21 -2.17 3.53
N 0.71 -1.76 4.09
O 3.50 -1.69 4.65
O 2.25 -3.89 3.52
C 2.80 -1.83 0.40
C 2.86 -3.44 0.17
Br 1.91 -4.11 -1.51
C 4.32 -4.14 0.40
C 4.58 -5.43 -0.63
Br 5.86 -2.84 0.44
C 3.08 -0.71 -0.81
C 3.52 -1.16 -2.36
C 2.29 -1.17 -3.43
C 2.71 -1.56 -5.00
C 4.34 -1.84 -5.12
C 5.41 -1.81 -3.90
N 4.97 -1.45 -2.53
C 2.53 3.16 1.04
O 1.64 3.83 1.76
H 2.35 6.47 1.43
H 3.83 6.63 2.63
H 3.87 7.67 1.04
H 6.14 4.59 0.58
H 6.20 4.11 -1.86
H 4.81 5.35 -2.39
H 5.01 3.67 -3.31
H 2.19 0.54 4.49
H 2.52 2.23 3.68
H 0.18 2.66 3.84
H -0.14 0.93 4.51
H -0.20 1.77 1.32
H -0.38 -0.08 1.99
H 0.83 -1.25 5.01
H 3.02 -1.40 5.48
H 1.46 -4.28 4.00
H 2.13 -3.93 0.99
H 4.30 -4.64 1.49
H 5.54 -5.98 -0.19
H 4.71 -5.10 -1.75
H 3.69 -6.21 -0.48
H 1.16 -0.91 -3.15
H 1.94 -1.62 -5.89
H 4.76 -2.10 -6.21
H 6.56 -2.02 -4.15
C -7.61 -1.79 -3.58
Si -7.44 -1.30 -1.77
C -7.18 -2.88 -0.80
C -9.08 -0.54 -1.25
N -6.11 -0.19 -1.61
Si -5.66 0.47 -0.06
C -5.14 -0.85 1.16
C -7.03 1.50 0.71
C -4.18 1.62 -0.29
H -8.45 -2.49 -3.71
H -7.80 -0.91 -4.21
H -6.70 -2.28 -3.94
H -7.93 -3.63 -1.09
H -7.29 -2.72 0.28
H -6.19 -3.30 -1.00
H -9.22 0.44 -1.73
H -9.15 -0.42 -0.17
H -9.90 -1.19 -1.56
H -5.99 -1.43 1.52
H -4.67 -0.39 2.04
H -4.41 -1.54 0.71
H -7.43 2.22 -0.01
H -6.64 2.06 1.57
H -7.85 0.87 1.08
H -4.43 2.44 -0.97
H -3.33 1.08 -0.70
H -3.89 2.05 0.67
```

Löwdin charges in e: -0.056 -0.361 0.013 0.033 -0.056 -0.066 -0.154 -0.011 0.042 0.025 -0.033 -0.167 -0.261 -0.519 0.504 -0.105 0.720 -0.203 -0.254 -0.247 -0.109 -0.619 0.663 -0.705 -0.212 0.600 -0.004 -0.230 -0.020 -0.008 -0.061 -0.103 0.010 -0.160 -0.016 0.073 0.093 0.089 0.114 0.093 0.108 0.091 0.071 0.117 0.109 0.100 0.091 0.081 -0.016 0.066 0.096 0.091 0.104 0.088 0.071 0.081 0.126 0.090 0.078 0.109 -0.221 0.199 -0.215 -0.215 -0.265 0.199 -0.211 -0.212 -0.232 0.004 0.011 0.008 0.006 0.000 0.021 0.021 0.000 0.006 0.001 -0.017 0.024 0.021 0.008 0.000 0.011 0.012 -0.056

No. 7
Formula: C4H7NO
Source: the Open Molecules 2025 dataset
Level of theory: ωB97M-V/def2-TZVPD

Properties
Largest force on an atom, eV/Å: 3.7
Energy, hartree: -286.469293
Highest occupied orbital energy, eV: -9.43
Energy relative to the best compared isomer or geometry (same formula, charge and spin), kcal/mol: 101.9
Kohn-Sham gap, eV: 9.67

```
13
C4H7NO | the Open Molecules 2025 dataset | ωB97M-V/def2-TZVPD
C -0.47 1.54 0.12
C -0.47 0.09 -0.34
C 0.75 -0.80 -0.01
O 1.92 -0.01 -0.01
C -1.51 -0.93 0.04
N -1.45 -2.10 -0.12
H -1.44 1.99 -0.12
H -0.30 1.63 1.19
H 0.30 2.12 -0.40
H -0.62 0.07 -1.43
H 0.11 -1.96 -0.58
H 0.70 -1.36 0.91
H 2.49 -0.25 0.74
```

Löwdin charges in e: -0.063 -0.346 -0.254 -0.037 -0.170 0.109 0.079 0.083 0.084 0.142 0.178 0.091 0.104